{
  "formula": "C30H32Cl6N4O8",
  "method": "ωB97M-V/def2-TZVPD",
  "mol_weight_g_mol": 789.324,
  "orbital_gap_ha": 0.2087,
  "e_lumo_ev": -2.0,
  "relative_energy_kcal_mol": 625.7,
  "fmax_ev_per_a": 19.34,
  "elements": ["Cl", "C", "C", "Cl", "H", "H", "H", "H", "Cl", "C", "C", "Cl", "H", "H", "H", "H", "Cl", "C", "C", "Cl", "H", "H", "H", "H", "C", "C", "C", "C", "C", "C", "N", "O", "O", "H", "H", "H", "H", "H", "C", "C", "C", "C", "C", "C", "N", "O", "O", "H", "H", "H", "H", "H", "C", "C", "C", "C", "C", "C", "N", "O", "O", "H", "H", "H", "H", "H", "C", "C", "C", "C", "C", "C", "N", "O", "O", "H", "H", "H", "H", "H"],
  "positions_angstrom": [[-3.84929, -0.64831, -4.69784], [-3.23987, 0.64447, -3.58061], [-4.34917, 1.12411, -2.66670], [-3.69867, 2.37748, -1.67908], [-2.73411, 1.45148, -4.11073], [-2.48025, 0.28165, -2.88818], [-4.61259, 0.30214, -2.00107], [-5.25933, 1.50936, -3.12639], [5.85921, -0.06821, -2.06361], [6.15747, 1.70294, -2.09920], [4.99667, 2.43030, -1.36706], [5.27974, 4.18826, -1.40305], [6.27898, 2.04866, -3.12576], [7.10867, 1.83578, -1.58376], [4.98173, 2.08529, -0.33321], [4.01717, 2.26976, -1.81751], [2.45856, 1.70199, 2.37714], [1.98619, 1.87769, 4.09112], [2.98334, 2.62924, 4.93395], [2.29295, 4.29727, 5.32991], [1.94449, 0.89121, 4.55288], [0.98439, 2.30435, 4.14087], [3.97211, 2.78836, 4.50371], [3.25742, 2.15493, 5.87629], [-2.43654, -4.16629, 5.25265], [-2.94672, -3.57763, 4.06923], [-2.10957, -2.75418, 3.39658], [-0.93038, -2.29944, 3.92075], [-0.44496, -2.90586, 5.05834], [-1.21335, -3.77640, 5.82841], [-0.12590, -1.21461, 3.32966], [1.12353, -1.19509, 3.39392], [-0.69619, -0.42956, 2.56859], [-3.12058, -4.79302, 5.80554], [-3.85340, -3.74334, 3.50633], [-2.40557, -2.26827, 2.47861], [0.54177, -2.61407, 5.38640], [-0.89403, -4.23992, 6.75012], [-1.78169, -2.34642, -1.55959], [-1.90886, -1.01852, -1.17567], [-3.12841, -0.58018, -0.65569], [-4.18485, -1.41721, -0.46192], [-4.05479, -2.76297, -0.83810], [-2.91802, -3.25995, -1.38834], [-5.52536, -0.82931, -0.04949], [-5.48475, -0.01041, 0.78818], [-6.56165, -1.33208, -0.53947], [-0.87259, -2.80484, -1.91985], [-1.12345, -0.31500, -1.40937], [-3.28654, 0.48779, -0.62704], [-5.00663, -3.24835, -0.68066], [-2.94816, -4.28278, -1.73376], [4.00479, -0.04129, -4.03914], [3.70575, -1.17192, -3.28479], [2.45035, -1.39900, -2.67516], [1.51841, -0.38398, -2.80978], [1.77713, 0.74095, -3.47893], [3.01505, 0.91902, -4.13277], [0.15724, -0.59983, -2.15346], [-0.06915, -1.76576, -1.73287], [-0.65050, 0.29956, -1.95283], [4.98115, 0.10166, -4.47807], [4.46842, -1.91315, -3.09689], [2.11509, -2.30092, -2.18471], [1.10766, 1.57604, -3.62325], [3.14055, 1.85830, -4.65084], [-1.53670, 1.32425, 0.64412], [-0.32866, 0.91592, 1.25795], [0.90733, 1.34357, 0.76858], [0.90882, 2.12317, -0.42949], [-0.28655, 2.52270, -1.01464], [-1.47905, 2.26410, -0.37790], [2.23770, 2.35216, -1.15151], [2.25345, 2.37366, -2.31593], [3.15679, 2.44757, -0.39710], [-2.46655, 0.90406, 0.99797], [-0.26187, 0.18665, 2.05175], [1.86905, 1.05063, 1.16311], [-0.31814, 3.21439, -1.84347], [-2.41570, 2.57522, -0.81643]],
  "forces_ev_per_a": [[0.5, 0.7, 0.6], [-0.1, 0.1, 0.2], [-1.4, -0.8, -1.2], [-4.1, 1.0, -2.3], [-0.5, 0.0, -0.5], [-0.3, -0.6, -0.7], [-0.2, 0.3, -0.5], [0.2, -0.2, -0.4], [1.2, 0.6, 1.0], [0.0, 0.8, 0.5], [3.1, -1.4, -1.8], [0.1, 0.0, 0.0], [-0.2, -0.3, -0.1], [-0.1, 0.1, 0.0], [0.6, 0.1, -0.4], [2.7, -0.3, -1.1], [3.7, 2.9, 7.2], [0.8, -0.6, 1.0], [0.4, 1.5, 0.6], [0.6, -0.8, -0.1], [-0.2, -0.3, -0.5], [0.2, 0.1, -0.2], [-0.4, 0.2, -0.6], [-0.7, 0.0, 0.2], [-1.3, 0.8, 0.4], [1.2, -1.1, 0.4], [-0.1, 2.7, -1.6], [1.3, -1.0, 0.7], [1.0, 0.5, 1.3], [-1.0, -0.5, -2.0], [2.5, -3.0, -0.3], [-2.4, -0.1, 1.0], [-8.6, -11.6, 12.9], [0.2, -0.3, 0.1], [-0.4, -0.7, 0.8], [-0.4, -0.1, -0.3], [0.1, 0.1, 0.2], [0.2, 0.2, 0.0], [-7.6, -3.5, 1.4], [-7.6, -7.4, 4.5], [-0.5, 0.3, -0.5], [0.1, -0.2, -0.8], [-2.2, 0.8, 0.9], [0.9, 1.4, -0.6], [-0.1, -4.1, -2.0], [-0.2, 2.5, 1.8], [1.6, 0.9, 0.5], [-2.5, -2.7, -0.7], [-6.2, -3.3, 6.8], [0.0, -0.4, 0.7], [0.2, -1.0, -0.2], [0.4, -0.1, 0.0], [-1.5, 0.6, -0.2], [-1.5, -1.7, 0.8], [1.2, 0.4, -1.1], [-2.1, -1.1, 0.9], [0.0, 1.1, -2.9], [0.0, -0.7, -0.2], [5.8, -2.7, -1.7], [10.4, 6.6, -0.8], [9.8, 10.0, -9.6], [-0.1, -0.1, -0.1], [0.0, -0.2, -0.3], [0.6, -0.1, 0.1], [-0.7, -0.9, -0.1], [0.2, -0.1, -0.1], [2.2, 0.7, 1.0], [1.7, 6.8, -8.1], [-2.1, 0.5, -5.9], [0.0, -0.9, 0.1], [0.8, 1.8, 0.8], [0.5, -0.3, 1.1], [-5.0, -0.5, 5.9], [0.9, 3.0, -2.6], [-2.1, 0.9, 3.2], [0.0, 0.4, 0.3], [5.5, 6.3, -4.6], [-2.4, -2.4, -3.8], [0.3, -0.1, -0.4], [3.4, 0.6, 2.0]]
}